Entry 1:
ORCA calculation (ωB97M-V/def2-TZVPD) on the molecule C6H11NO4S.

Frontier orbital gap, hartree: 0.35900
Structure (SMILES): CS(=O)(=O)[C@@]1(C(=O)O)CCCN1

Structure (XYZ):
```
23
C6H11NO4S ωB97M-V/def2-TZVPD
C 1.692 1.198 -0.036
C -1.321 1.718 -0.469
C -0.483 0.738 -1.231
C -1.473 1.051 0.929
C 0.496 0.259 -0.112
C -0.364 -2.671 -0.341
N -0.149 0.415 1.194
O 1.771 2.155 -0.776
O 2.496 0.919 0.963
O 1.682 -1.742 1.163
O 1.906 -1.751 -1.309
S 1.132 -1.483 -0.159
H -0.842 2.728 -0.290
H -2.259 1.902 -0.792
H -0.913 -0.238 -1.748
H 0.059 1.204 -2.044
H -1.449 1.890 1.720
H -2.371 0.467 0.948
H -0.529 -2.777 -1.378
H 0.110 -3.468 0.228
H -1.117 -2.167 0.257
H 2.270 -0.026 1.419
H -0.344 -0.322 1.863
```

Entry 2:
ORCA calculation (ωB97M-V/def2-TZVPD) on the molecule C6H11NOS.

Frontier orbital gap (alpha / beta), hartree: 0.34622 / 0.21954

Structure (XYZ):
```
20
C6H11NOS ωB97M-V/def2-TZVPD
C -0.230 1.244 0.855
C 0.604 -0.887 -0.166
C -0.292 0.381 -0.275
C -1.769 -0.088 -0.751
C 0.357 1.283 -1.420
C 0.652 -0.940 2.576
N -1.535 -1.873 1.201
O -0.807 2.081 1.382
S -0.060 -2.100 1.175
H 0.352 -1.317 -1.109
H 1.631 -0.696 -0.067
H -2.170 -0.715 0.053
H -1.577 -0.585 -1.636
H -2.353 0.719 -0.894
H 1.425 1.421 -1.270
H -0.186 2.246 -1.446
H 0.210 0.711 -2.328
H 1.704 -1.096 2.572
H 0.288 -1.455 3.489
H 0.207 0.089 2.574
```

Entry 3:
ORCA calculation (ωB97M-V/def2-TZVPD) on the molecule C6H11NS.

Frontier orbital gap, hartree: 0.33236
Structure (SMILES): C=C=NCCSCC

Structure (XYZ):
```
19
C6H11NS ωB97M-V/def2-TZVPD
C -3.311 2.645 0.185
C -0.647 0.639 -0.627
C 1.895 -1.055 1.117
C -0.552 -0.844 -0.566
C -2.364 1.772 0.260
C 2.692 -1.816 -0.055
N -1.283 1.212 0.483
S 0.026 -1.290 1.299
H -4.342 2.359 0.195
H -3.072 3.540 -0.149
H 0.279 1.260 -0.865
H -1.284 0.831 -1.498
H 1.805 -0.082 0.647
H 2.416 -1.245 2.019
H -1.473 -1.239 -0.312
H 0.058 -1.235 -1.398
H 3.406 -1.053 0.289
H 3.153 -2.797 0.024
H 2.597 -1.604 -1.050
```

Entry 4:
ORCA calculation (ωB97M-V/def2-TZVPD) on a structure of composition C6H11NS.

Frontier orbital gap, hartree: 0.34535

Structure (XYZ):
```
19
C6H11NS ωB97M-V/def2-TZVPD
C 2.167 -1.087 -0.118
C 1.103 0.660 0.782
C -0.157 -0.155 1.229
C -0.656 -0.505 -0.130
C 0.419 0.130 -0.985
C 0.476 1.639 -0.249
H 1.528 -1.909 0.212
H 2.964 -1.072 0.615
H 2.641 -1.434 -1.116
H 1.897 1.104 1.391
H -0.998 0.361 1.556
H 0.108 -1.132 1.752
H -0.265 -1.600 -0.398
H -2.235 0.946 0.490
H 0.161 0.081 -2.073
H 1.283 2.097 -0.662
H -0.473 2.209 -0.251
N 1.664 0.069 -0.333
S -2.398 -0.264 -0.147
```

Entry 5:
ORCA calculation (ωB97M-V/def2-TZVPD) on a structure of composition C6H11NS.

Frontier orbital gap, hartree: 0.27760

Structure (XYZ):
```
19
C6H11NS ωB97M-V/def2-TZVPD
C -0.869 -0.034 -1.983
C -2.411 1.434 -0.552
C -0.450 0.454 0.365
C 0.815 -0.238 0.407
C 1.528 -0.532 1.624
C 2.628 -1.525 1.323
H -1.077 -1.192 -2.140
H -1.376 0.686 -3.101
H 0.528 0.286 -1.673
H -3.549 0.701 -0.110
H -2.334 2.009 -1.571
H -2.164 2.441 0.276
H -0.904 1.210 1.153
H 1.242 -0.692 -0.522
H 2.123 -2.658 1.229
H 3.099 -1.673 2.180
H 3.236 -1.275 0.474
N -1.370 0.416 -0.539
S 1.304 0.183 3.160
```

Entry 6:
ORCA calculation (ωB97M-V/def2-TZVPD) on the molecule C6H11NS.

Frontier orbital gap, hartree: 0.35853
Structure (SMILES): S[C@@H]1C[C@H]2CNC[C@H]21

Structure (XYZ):
```
19
C6H11NS ωB97M-V/def2-TZVPD
C 0.849 -0.134 -0.380
C 0.369 1.382 -0.312
C -0.767 0.927 0.611
C -2.155 0.785 -0.016
C -1.381 -1.398 0.190
C -0.241 -0.477 0.665
H 2.719 0.655 0.855
H 0.730 -0.724 -1.334
H 1.073 1.968 0.244
H 0.080 1.861 -1.269
H -0.777 1.426 1.613
H -2.258 1.505 -0.842
H -2.916 0.945 0.754
H -1.934 -0.483 -1.556
H -1.040 -2.210 -0.496
H -1.921 -1.956 0.964
H 0.139 -0.891 1.643
N -2.263 -0.561 -0.566
S 2.619 -0.292 -0.073
```

Entry 7:
ORCA calculation (ωB97M-V/def2-TZVPD) on the molecule C6H11NS.

Frontier orbital gap, hartree: 0.31043
Structure (SMILES): CC(=S)[C@H]1CN[C@H]1C

Structure (XYZ):
```
19
C6H11NS ωB97M-V/def2-TZVPD
C 1.230 -0.379 0.995
C 0.452 -1.068 -0.075
C 0.553 0.065 -1.815
C -0.510 -0.110 -0.774
C -1.057 1.060 -0.006
C -1.771 0.490 1.328
H 1.368 0.652 0.863
H 0.790 -0.380 2.055
H 2.360 -0.611 1.069
H -0.206 -1.962 0.232
H 2.250 -0.924 -1.106
H 0.259 -0.218 -2.892
H 0.862 1.166 -1.883
H -1.482 -0.654 -1.133
H -2.773 0.335 1.072
H -1.074 -0.435 1.586
H -1.914 1.348 1.999
N 1.299 -1.029 -1.270
S -0.636 2.655 -0.242
```

Summary of energy in a.u.
-989.0658; -763.1633; -687.9931; -687.9856; -687.8756; -688.1141; -688.0376
(order as listed above)
Summary of ΔE to the lowest compared entry with this formula, charge and spin in kcal/mol
56.5; 152.6; 98.0; 102.7; 171.7; 22.0; 70.0
(order as listed above)